1.
48
Properties=species:S:1:pos:R:3:mulliken_charge:R:1 method="wB97M-V/def2-TZVPD" total_charge=0 smiles=C#C[C@@H](I)O[C@@H](CCCI)[C@H](N)P(O)Br.ClC(Cl)Cl.ClC(Cl)Cl.ClC(Cl)Cl.ClC(Cl)Cl multiplicity=1 orbital_gap_ev=8.8 lumo_energy_ev=0.142 e_homo_ev=-8.687
C 0.44430 -2.71764 1.63083 -0.386
C 0.41726 -2.16035 0.56978 -0.135
C 0.65816 -1.26911 -0.54690 -0.187
I 0.25507 -2.39273 -2.35835 0.046
O -0.17858 -0.15090 -0.60976 0.078
C -0.06593 0.76456 0.47151 0.267
C 0.63123 2.07861 0.06818 -1.017
C 2.04207 2.24934 0.63921 -0.923
C 2.96774 1.07767 0.35289 -0.880
I 5.00376 1.48523 0.78518 0.045
C -1.49642 1.00891 0.99117 -0.953
N -2.18777 -0.29468 1.11487 -0.359
P -2.43780 2.21723 -0.11557 0.284
O -3.96322 2.08351 0.45498 -0.407
Br -2.52890 1.26350 -2.16895 -0.220
H 0.46808 -3.22228 2.56697 0.430
H 1.71259 -1.02604 -0.61848 0.208
H 0.48762 0.35888 1.32020 0.529
H 0.04055 2.87424 0.52260 0.454
H 0.58158 2.24641 -1.00561 0.367
H 1.93283 2.33633 1.72250 0.374
H 2.46628 3.19208 0.30373 0.552
H 2.87256 0.78615 -0.69042 0.426
H 2.65955 0.21865 0.93967 0.302
H -1.48870 1.48447 1.97140 0.513
H -2.87362 -0.26030 1.85829 0.312
H -2.67015 -0.50380 0.25120 0.002
H -3.98152 1.45365 1.19099 0.334
C 4.53227 -4.03151 -2.18901 -0.047
Cl 3.75901 -5.09258 -3.36699 -0.114
Cl 5.08386 -2.54068 -2.95497 -0.121
Cl 3.43782 -3.67765 -0.85363 -0.061
H 5.39637 -4.54437 -1.78997 0.330
C -6.11689 -1.67743 0.00317 -0.041
Cl -5.49025 -2.08265 1.60735 -0.137
Cl -4.90555 -0.80031 -0.92990 -0.013
Cl -6.64502 -3.12752 -0.84607 -0.123
H -6.97445 -1.03141 0.13316 0.316
C 6.39277 -0.36484 4.58830 -0.052
Cl 6.81787 1.33377 4.80087 -0.107
Cl 4.66816 -0.54180 4.26384 -0.077
Cl 7.35022 -1.09320 3.29871 -0.101
H 6.61657 -0.88574 5.50884 0.332
C -5.05111 2.94236 -4.53339 0.722
Cl -5.90780 1.80745 -5.57868 -0.132
Cl -4.43799 4.31204 -5.46131 -0.132
Cl -6.08685 3.48814 -3.21520 -0.126
H -4.20760 2.42638 -4.09720 -0.373

***

2.
33
Properties=species:S:1:pos:R:3:mulliken_charge:R:1 method="wB97M-V/def2-TZVPD" total_charge=+2 s2=0.765 multiplicity=2 orbital_gap_ev="6.7 / 7.1" lumo_energy_ev="-10.880 / -10.407" e_homo_ev="-17.543 / -17.520" e_above_lowest_kcal_mol=0.5
Re -0.10545 0.66541 0.53692 1.181
C 1.17972 -1.08559 0.03158 0.869
C -0.16080 -1.60242 0.20462 0.468
C -0.99857 -0.98929 -0.77105 0.246
C -0.18825 -0.09079 -1.56608 0.784
C 1.16938 -0.13923 -1.06739 0.471
C 2.36981 0.50748 -1.69255 -1.367
C -0.66508 0.69692 -2.73385 -1.421
C -2.45873 -1.22321 -0.94881 -1.419
C -0.60104 -2.58932 1.23073 -1.630
C 2.38688 -1.48509 0.80641 -1.505
H 2.73837 -0.11886 -2.50642 0.363
H 3.17863 0.62518 -0.97338 0.362
H 2.13372 1.48597 -2.10833 0.381
H -0.62125 0.05413 -3.61838 0.374
H -0.03708 1.56402 -2.92689 0.340
H -1.69843 1.01806 -2.61557 0.368
H -2.58868 -2.00458 -1.70331 0.371
H -2.97686 -0.33462 -1.30498 0.348
H -2.93137 -1.56532 -0.03103 0.359
H -0.61756 -3.57983 0.76749 0.371
H -1.60604 -2.37813 1.59190 0.395
H 0.07607 -2.63033 2.08047 0.383
H 2.95541 -2.20209 0.20626 0.373
H 2.13115 -1.96612 1.74712 0.378
H 3.04637 -0.64039 1.00425 0.352
Cl 0.82449 2.78261 1.02220 -0.109
C -0.34140 3.35729 2.35680 -0.256
C -1.46933 2.35760 2.57222 0.464
O -2.34953 2.55587 3.31856 -0.343
O -1.34484 1.17166 1.84460 -0.687
H -0.71144 4.31694 2.00428 0.372
H 0.28172 3.46607 3.24160 0.362

***

3.
31
Properties=species:S:1:pos:R:3:mulliken_charge:R:1 method="wB97M-V/def2-TZVPD" total_charge=+1 multiplicity=1 orbital_gap_ev=8.0 lumo_energy_ev=-4.649 e_homo_ev=-12.608
C 1.49964 -3.82005 0.28976 -0.490
C 0.84079 -3.25348 -0.79122 -0.698
C 1.33934 -3.28963 1.56141 -0.659
C 0.03274 -2.14415 -0.61636 -0.052
C 0.53370 -2.18325 1.74391 -0.378
C -0.10441 -1.58445 0.65306 0.613
C -1.82510 0.63018 -0.46613 -0.768
C -0.91840 1.83535 -0.74388 0.713
C 0.32056 1.34613 -0.04017 0.814
C -0.79595 2.18189 -2.21931 -1.812
C 0.21206 1.26502 1.36927 -0.730
C 1.47822 0.79959 -0.75315 -1.280
P -1.11552 -0.14152 1.10895 -0.053
Cl -2.03684 3.69713 2.78599 -0.270
H 2.12796 -4.68475 0.14114 0.410
H 0.95439 -3.68291 -1.77507 0.426
H 1.83009 -3.74573 2.40618 0.408
H -0.48528 -1.72913 -1.46687 0.254
H 0.38214 -1.77244 2.73495 0.395
H -2.86423 0.90328 -0.28447 0.442
H -1.79531 -0.08711 -1.28581 0.367
H -1.29794 2.71359 -0.20813 0.282
H -0.53797 1.31744 -2.82516 0.411
H -0.04641 2.95537 -2.37027 0.406
H -1.74902 2.56365 -2.57649 0.434
H -0.31873 2.06544 1.87819 0.001
H 1.06952 0.89386 1.92125 0.457
H -2.15400 4.94000 2.57755 0.268
H 1.32252 0.72273 -1.82407 0.344
H 1.77125 -0.17442 -0.34895 0.373
H 2.33019 1.46235 -0.57612 0.370

***

4.
35
Properties=species:S:1:pos:R:3:mulliken_charge:R:1 method="wB97M-V/def2-TZVPD" total_charge=-1 multiplicity=1 orbital_gap_ev=6.6 lumo_energy_ev=3.253 e_homo_ev=-3.394 e_above_lowest_kcal_mol=6.9
Cu -0.81645 -0.15946 19.02786 0.563
O -2.08399 -1.37711 20.45139 -0.861
H -2.89527 -1.13694 20.89656 0.050
O -2.12183 -0.70223 17.31028 -0.950
H -2.49433 0.00331 16.79567 0.088
N 1.37224 -0.82339 20.98480 0.077
C 1.51734 -1.73528 19.99802 -0.575
C 1.81110 -1.09564 18.77452 -0.325
C 1.81751 0.27398 19.13181 -0.492
C 1.43002 0.44107 20.42767 -0.528
H 1.15590 -1.12121 21.91677 0.232
H 1.44753 -2.79618 20.17253 0.467
H 2.07005 -1.53648 17.83011 0.415
H 2.13342 1.07692 18.48083 0.398
H 1.38794 1.31723 21.04873 0.396
N -2.90818 2.21567 19.34696 0.028
C -2.34243 2.16563 18.10421 -0.966
C -0.99336 2.50186 18.22168 -0.488
C -0.77992 2.71518 19.59595 -0.218
C -1.97424 2.56582 20.25586 -0.575
H -3.82719 1.84805 19.50434 0.241
H -2.90974 1.92733 17.22539 0.588
H -0.25350 2.68568 17.46208 0.379
H 0.17443 2.92808 20.04871 0.597
H -2.17762 2.49267 21.31222 0.362
N -0.84453 -3.17132 16.80392 0.323
C -1.00952 -3.83061 15.63769 -0.466
C -0.56456 -5.11983 15.79137 -0.509
C -0.10403 -5.22857 17.11618 -0.607
C -0.28895 -4.01335 17.72991 -0.355
H -1.23256 -2.26148 17.08431 0.257
H -1.45866 -3.34605 14.78538 0.383
H -0.50226 -5.86800 15.01627 0.369
H 0.40110 -6.08689 17.53703 0.371
H -0.08562 -3.64994 18.72127 0.333

***

5.
35
Properties=species:S:1:pos:R:3:mulliken_charge:R:1 method="wB97M-V/def2-TZVPD" total_charge=+1 s2=6.082 multiplicity=5 orbital_gap_ev="6.6 / 6.3" lumo_energy_ev="-2.667 / -5.084" e_homo_ev="-9.231 / -11.336" e_above_lowest_kcal_mol=0.0
O 3.21794 -2.46439 -0.91695 -0.303
C 3.08971 -1.49747 -1.55765 0.354
Fe 3.17326 0.15020 -2.21886 0.060
C 4.15036 0.64573 -0.83011 0.264
O 4.63709 0.79275 0.21520 -0.251
C 4.41969 0.03045 -3.39772 0.273
O 5.46704 -0.24323 -3.82748 -0.260
C 0.04195 -0.13196 0.49379 0.257
C -0.36107 -0.97025 -0.79149 -0.517
C 0.58748 -0.79916 -1.91712 -1.801
C 1.06567 0.48815 -2.28205 0.626
C 1.04157 1.46131 -1.19971 -1.211
C 0.67540 1.14078 0.06801 -0.347
H 0.81176 -0.78418 0.98931 -0.001
H -0.46231 -2.01701 -0.48526 0.403
H -1.39400 -0.68587 -1.06235 0.407
H 0.65850 -1.58694 -2.66292 0.638
H 1.00981 0.86966 -3.33151 0.759
H 1.32243 2.49543 -1.43110 0.470
H 0.91120 1.89408 0.84551 0.211
C -1.06674 1.28305 2.16983 -1.278
N -1.03869 -0.00013 1.45226 0.371
N -2.36366 -0.32799 0.85915 -0.195
C -2.74935 -1.57354 1.57835 -1.095
C -3.36125 0.69538 1.15051 -0.967
H -1.72185 1.22341 3.04258 0.291
H -0.05085 1.47118 2.49096 0.431
H -1.43177 2.03028 1.47454 0.577
H -0.88196 -0.79255 2.10940 0.660
H -3.69623 -1.94351 1.18120 0.386
H -1.94662 -2.33508 1.45884 0.347
H -2.86437 -1.33896 2.66747 0.390
H -4.33043 0.29315 0.84166 0.308
H -3.41257 0.90931 2.23220 0.381
H -3.14714 1.61790 0.59151 0.362

***

6.
30
Properties=species:S:1:pos:R:3:mulliken_charge:R:1 method="wB97M-V/def2-TZVPD" total_charge=0 smiles=Cc1c[nH]c2ccccc12.CCC multiplicity=1 orbital_gap_ev=8.9 lumo_energy_ev=0.949 e_homo_ev=-7.935 e_above_lowest_kcal_mol=19.8
C 2.57271 1.57481 -0.41214 -1.486
C 0.10289 1.24555 0.44543 0.852
C 1.44567 0.77794 0.18016 0.723
C -0.58438 0.22080 1.18260 -0.147
C 1.49502 -0.47573 0.71611 -0.837
C -0.52822 2.48004 0.27122 -0.397
C -1.88077 2.62853 0.51331 -0.711
C -2.56766 1.60851 1.16090 -0.316
C -1.89853 0.45350 1.54725 -0.686
N 0.32843 -0.76741 1.42935 -0.109
H 0.10245 3.29483 -0.07291 0.376
H -2.31481 3.61934 0.47033 0.328
H -3.58700 1.66339 1.51387 0.357
H 3.00822 2.21484 0.34678 0.289
H 2.24030 2.17885 -1.25469 0.373
H 2.37223 -1.09657 0.81945 0.410
H 0.11011 -1.75038 1.40172 0.202
H -2.43699 -0.25816 2.15064 0.381
H 3.34792 0.89005 -0.75082 0.410
C -0.31399 -2.39169 -1.72674 0.382
C 0.48680 -2.14720 -3.05344 -1.184
C 0.45549 -3.27799 -0.72170 -1.388
H -0.41105 -1.39727 -1.28177 -0.207
H -1.33083 -2.78487 -1.77870 0.389
H 0.45282 -1.07739 -3.19724 0.338
H 0.02110 -2.74257 -3.83566 0.320
H 0.35722 -4.31585 -1.03514 0.381
H 1.50716 -3.02892 -0.74909 0.305
H 1.49500 -2.50127 -2.85781 0.298
H -0.00602 -3.36742 0.26313 0.353

***

no.,total energy (eV)
1,-264104.57541
2,-31448.68924
3,-34523.91898
4,-65923.38948
5,-56216.32667
6,-14209.47876